This record from the OMol25 dataset describes a cluster of 4 separate species, C24H71BN10O6P3 in total. The level of theory is ωB97M-V/def2-TZVPD.

```
115
Properties=species:S:1:pos:R:3:forces:R:3
C -5.0210 4.4922 -1.6984 0.36 -0.09 0.06
C -4.9795 4.1211 -0.2210 -0.49 0.25 0.00
O -4.3205 2.8883 0.0651 0.05 0.09 -0.23
C -3.0158 2.7546 -0.4430 0.09 -0.27 0.22
C -3.0406 1.8123 -1.6546 0.03 0.61 -0.01
O -1.7391 1.1807 -1.7781 -0.25 -0.05 0.00
N -1.8230 -0.1872 -2.0902 0.62 0.12 0.05
B -0.7811 -0.5754 -3.2220 0.63 -0.47 0.09
O -0.1823 -1.7565 -3.0082 0.22 0.50 0.38
C -0.5147 0.3007 -4.4662 -0.45 -0.09 -0.25
C -1.4599 -0.1011 -5.6408 -0.04 -0.01 -0.06
H -4.0468 4.8369 -2.0599 -0.08 -0.04 0.00
H -5.3227 3.6290 -2.2983 -0.13 0.12 0.04
H -5.7273 5.3069 -1.8646 0.00 -0.09 0.03
H -4.5606 4.9336 0.3867 0.17 -0.11 -0.14
H -6.0033 3.9805 0.1321 0.12 -0.11 0.03
H -2.5635 3.7181 -0.6946 -0.03 -0.06 0.01
H -2.3981 2.2819 0.3296 -0.04 0.06 -0.05
H -3.8402 1.0836 -1.4901 0.18 -0.09 0.02
H -3.2146 2.3699 -2.5789 -0.13 -0.19 0.00
H -1.5896 -0.7081 -1.2272 -0.14 -0.03 0.02
H -2.7665 -0.4418 -2.4018 -0.03 0.00 0.17
H 0.0163 -2.0061 -2.0851 -0.37 -0.23 -0.02
H 0.5143 0.0974 -4.7713 -0.04 0.07 0.12
H -0.6128 1.3685 -4.2614 0.07 -0.06 0.00
H -1.8148 -1.1333 -5.5649 0.05 0.07 0.01
H -0.9362 -0.0299 -6.5939 -0.02 0.07 0.08
H -2.3316 0.5533 -5.7025 0.03 -0.08 0.09
O 0.0334 -1.6823 0.2785 1.45 1.32 -1.39
P 0.9074 -1.5389 1.4929 -1.90 -1.45 3.02
N 1.3741 -3.0973 1.8877 -0.01 -0.03 -0.43
C 1.7990 -3.5398 3.2098 0.33 0.05 0.10
C 1.8534 -3.9416 0.7937 -0.18 -0.10 -0.21
N -0.1366 -0.8806 2.6492 -0.34 -0.21 -0.39
C -0.1444 -1.2645 4.0515 0.26 0.29 0.17
C -1.4718 -0.4999 2.2028 -0.10 -0.07 -0.05
N 2.2520 -0.6466 1.9473 0.19 0.71 -2.09
C 2.0782 0.8216 1.8596 -0.05 0.11 0.29
C 3.4842 -1.0112 1.2105 0.23 -0.25 0.30
H 2.6907 -3.0236 3.5838 -0.01 0.03 -0.04
H 2.0326 -4.6022 3.1561 0.03 0.03 -0.07
H 1.0077 -3.4392 3.9426 -0.02 0.02 0.00
H 2.9080 -3.7765 0.5465 0.02 -0.05 0.07
H 1.2638 -3.7630 -0.1036 0.00 0.04 0.02
H 1.7292 -4.9915 1.0583 -0.04 0.03 0.04
H -0.6793 -2.2048 4.2222 -0.01 0.01 0.01
H -0.6433 -0.4865 4.6336 -0.02 0.01 -0.04
H 0.8684 -1.3456 4.4401 0.02 -0.03 -0.04
H -2.1602 -1.3518 2.1325 -0.01 0.01 0.02
H -1.4323 -0.0126 1.2302 0.03 -0.01 0.01
H -1.8857 0.2187 2.9132 0.01 -0.04 0.03
H 1.8443 1.1613 0.8446 0.08 -0.02 -0.03
H 3.0061 1.2990 2.1728 0.02 -0.05 -0.01
H 1.2886 1.1521 2.5279 -0.05 -0.09 -0.01
H 3.3810 -0.9401 0.1229 -0.03 0.08 0.01
H 3.7983 -2.0215 1.4637 -0.09 -0.04 0.01
H 4.2858 -0.3423 1.5196 -0.03 0.02 0.01
O 7.6089 5.0508 2.2421 -0.89 0.26 1.43
P 6.5294 5.0860 1.2479 0.65 -0.21 -3.17
N 6.3029 3.5167 0.6726 0.13 -0.10 0.15
C 5.6282 3.1749 -0.5659 -0.30 -0.09 0.03
C 6.3431 2.4451 1.6547 0.31 -0.16 0.13
N 7.0447 6.1281 0.0234 0.41 -0.21 0.14
C 6.7722 5.9419 -1.3872 -0.32 0.22 -0.03
C 8.3325 6.7860 0.2396 0.12 0.00 0.02
N 4.9336 5.6271 1.2874 -0.08 0.38 1.72
C 4.7791 7.0653 1.5935 0.01 0.09 -0.25
C 4.0699 4.8757 2.2164 -0.07 -0.30 -0.20
H 4.5786 3.4981 -0.6031 0.01 0.03 0.04
H 5.6434 2.0900 -0.6818 -0.01 0.00 0.07
H 6.1400 3.5780 -1.4325 -0.01 0.02 0.01
H 5.3947 2.3121 2.1945 0.00 -0.05 -0.02
H 7.1268 2.6281 2.3876 -0.06 0.13 0.02
H 6.5850 1.5020 1.1595 -0.01 0.03 -0.04
H 7.4392 5.2048 -1.8513 0.00 0.01 -0.02
H 6.9148 6.8906 -1.9106 0.04 0.01 0.04
H 5.7367 5.6480 -1.5504 0.00 -0.02 0.03
H 9.1847 6.1418 -0.0032 0.00 0.01 -0.02
H 8.4368 7.1058 1.2718 -0.01 -0.08 0.02
H 8.3767 7.6744 -0.3943 -0.02 -0.03 -0.04
H 5.1774 7.3312 2.5779 -0.04 -0.03 0.02
H 3.7174 7.3114 1.5732 -0.01 -0.03 0.01
H 5.2808 7.6640 0.8392 0.07 -0.04 0.01
H 4.4392 4.8803 3.2478 -0.01 0.07 0.00
H 3.9693 3.8388 1.8966 0.06 0.01 -0.06
H 3.0727 5.3147 2.2109 0.01 0.04 -0.02
O -3.4246 -6.4972 0.3727 -0.85 -0.53 1.25
P -4.3461 -5.4994 -0.1832 1.02 1.90 -2.28
N -4.9318 -6.0571 -1.6482 0.03 -0.30 0.07
C -5.5122 -5.2406 -2.6993 -0.34 0.05 0.02
C -5.3316 -7.4643 -1.6791 0.22 -0.25 0.00
N -3.4009 -4.0918 -0.4028 0.28 -0.33 -0.11
C -3.5587 -3.1679 -1.4913 -0.26 0.17 0.12
C -2.0136 -4.1811 0.0414 0.24 -0.08 0.08
N -5.6771 -4.7144 0.4711 -0.16 -0.96 1.33
C -5.3984 -3.9861 1.7251 0.03 0.22 -0.07
C -6.8252 -5.6176 0.7082 -0.14 0.07 -0.33
H -6.4113 -4.6918 -2.3912 0.01 -0.01 0.05
H -5.7949 -5.8907 -3.5269 -0.03 -0.04 0.06
H -4.7977 -4.5321 -3.1050 0.01 0.00 0.00
H -6.3421 -7.6368 -1.2939 -0.03 0.03 -0.08
H -4.6373 -8.0578 -1.0873 -0.01 0.06 0.04
H -5.2916 -7.8350 -2.7038 0.02 0.05 -0.01
H -3.0849 -3.5018 -2.4290 0.02 0.04 0.06
H -3.0835 -2.2279 -1.1899 0.00 0.07 0.04
H -4.6102 -2.9482 -1.6798 0.02 -0.04 0.00
H -1.3721 -4.7049 -0.6799 0.00 -0.03 0.00
H -1.9649 -4.7211 0.9829 0.05 -0.08 -0.06
H -1.5771 -3.1871 0.2128 -0.36 -0.14 -0.13
H -5.0437 -4.6445 2.5248 -0.05 -0.02 0.00
H -6.3184 -3.5061 2.0576 -0.01 -0.02 -0.01
H -4.6541 -3.2131 1.5528 0.05 -0.05 -0.04
H -6.5716 -6.4742 1.3407 0.01 0.04 0.04
H -7.2185 -5.9835 -0.2383 0.05 -0.01 -0.01
H -7.6216 -5.0568 1.1948 0.02 0.03 0.00
```
Positions in Å, forces in eV/Å.

Summary:
Multiplicity   1
HOMO energy   -10.169 eV
Total charge   +1
E_LUMO   -2.43 eV
Kohn-Sham gap   7.74 eV
Energy relative to the best compared isomer or geometry (same formula, charge and spin)   0.0 kJ/mol

Here are the Löwdin charges for atoms 1 to 2, given in e:
1 C -0.076
2 C -0.246